# 1
DFT (ωB97M-V with the def2-TZVPD basis set) results for C32H35MnNOTe as an isolated structure in a non-equilibrium geometry.

Last column: Löwdin charge in e.
Cartesian coordinates (Å):
Mn -2.23256 -0.27528 -2.86771  0.932
C -3.71390 2.70966 -4.51968  -0.006
C -3.03269 1.37975 -4.58551  -0.271
C -3.77761 0.19815 -4.76693  -0.025
C -3.14267 -1.03477 -4.96577  -0.064
C -1.74382 -1.10785 -5.06444  -0.081
C -0.98510 0.06304 -4.90876  -0.078
C -1.62055 1.28186 -4.61669  -0.041
H -3.86373 3.06844 -5.54092  0.115
H -3.11803 3.45182 -3.99258  0.097
H -4.69423 2.63886 -4.05281  0.099
H -4.85678 0.25576 -4.83615  0.146
H -3.74206 -1.91806 -5.14291  0.142
H -1.26329 -2.03968 -5.33093  0.139
H 0.08356 0.04490 -5.07838  0.136
H -1.02721 2.18596 -4.55706  0.143
C 5.31465 3.54721 3.35037  -0.027
C 4.15864 2.87832 2.67849  -0.232
C 4.29811 2.21954 1.45747  0.011
C 3.22145 1.62845 0.81938  -0.296
C 3.40901 0.99906 -0.53647  -0.061
C 1.96147 1.68502 1.43409  -0.364
Te 0.27062 0.94942 0.33400  1.817
N -1.88100 0.44410 -1.20831  -0.098
C -2.65105 -0.45770 -0.62209  -0.549
O -2.99203 -1.39548 -1.47070  -0.075
C -3.06600 -0.49477 0.77374  -0.173
C -2.85972 0.58888 1.63535  -0.077
C -3.19771 0.47552 2.97148  -0.056
C -3.75474 -0.70505 3.45031  -0.036
C -4.02116 -1.75865 2.58480  -0.036
C -3.67926 -1.65634 1.24870  0.009
C 0.83199 -1.08768 0.41545  -0.358
C 0.99313 -1.68140 1.67432  -0.275
C 0.61650 -0.99958 2.96099  -0.044
C 1.47467 -2.98301 1.74357  0.016
C 1.77649 -3.72031 0.60750  -0.230
C 2.31439 -5.11359 0.68486  -0.024
C 1.52757 -3.13251 -0.63307  0.005
C 1.04751 -1.84021 -0.75122  -0.305
C 0.74127 -1.33241 -2.13310  -0.076
C 1.78092 2.37798 2.63756  -0.304
C 0.44161 2.51921 3.30875  -0.062
C 2.89150 2.93871 3.25061  0.004
H 6.21541 3.50872 2.74290  0.084
H 5.52186 3.07053 4.31036  0.096
H 5.07344 4.58840 3.56686  0.094
H 5.26713 2.20522 0.97345  0.127
H 4.42435 1.16069 -0.89148  0.091
H 2.72278 1.44734 -1.26261  0.064
H 3.22864 -0.07797 -0.50017  0.077
H -2.50578 1.52844 1.23053  0.085
H -3.06007 1.31645 3.63761  0.117
H -4.00917 -0.79463 4.49764  0.120
H -4.50564 -2.65536 2.94474  0.120
H -3.87190 -2.46506 0.55689  0.126
H -0.02265 -0.13364 2.78586  0.018
H 1.50839 -0.68663 3.50644  0.106
H 0.07298 -1.69877 3.59572  0.100
H 1.60448 -3.43437 2.71966  0.134
H 2.42011 -5.44962 1.71310  0.086
H 3.28959 -5.16325 0.19852  0.097
H 1.65193 -5.79871 0.15454  0.095
H 1.72618 -3.70746 -1.53089  0.134
H 1.44213 -1.74278 -2.85836  0.101
H 0.76170 -0.24168 -2.18341  0.035
H -0.26260 -1.69849 -2.40996  0.062
H -0.37232 2.25922 2.62722  0.014
H 0.30233 3.54469 3.64799  0.097
H 0.37448 1.87611 4.18811  0.097
H 2.76410 3.44732 4.19919  0.136

M	632.2	Da
DFT total energy	-75887.5463	eV
spin multiplicity	6
net charge	+2
HOMO-LUMO gap (spin up / spin down)	6.485 / 5.594	eV

***

# 2
DFT (ωB97M-V with the def2-TZVPD basis set) results for C32H35N4O3S4Sn as an isolated structure.

Last column: Löwdin charge in e.
Cartesian coordinates (Å):
Sn 0.61334 -0.31046 -0.48588  1.441
O 4.54607 -0.98416 1.57724  -0.243
S 3.98627 -0.90254 0.26623  0.620
O 4.56133 -1.62949 -0.82494  -0.257
N 2.37589 -1.43426 0.39150  -0.193
C 2.25441 -2.72892 0.70466  -0.323
C 3.07049 -3.82979 0.90325  0.140
C 2.23269 -5.08929 1.14542  -0.091
C -0.50139 -5.02224 0.73341  0.104
C -1.25916 -3.92618 0.66120  -0.060
C -2.66743 -3.74101 0.95306  0.041
C -3.03373 -2.54614 1.43413  0.010
C -2.05943 -1.46199 1.60428  -0.062
N -0.83578 -1.50595 1.23110  0.043
C -0.40620 -2.66962 0.45438  -0.549
C 3.71360 0.76174 -0.20270  -0.375
C 3.74224 1.08857 -1.55401  -0.079
C 3.50538 2.40518 -1.92255  -0.047
C 3.25273 3.36161 -0.94793  -0.045
C 3.23770 3.01996 0.40019  -0.048
C 3.47370 1.70982 0.78577  -0.065
H 4.14209 -3.88031 0.78014  0.145
H 2.61828 -5.97119 0.64423  0.171
H -0.77135 -6.05257 0.89689  0.151
H -3.37467 -4.55124 0.83238  0.139
H -4.05705 -2.34459 1.71801  0.124
H -2.40585 -0.53631 2.05533  0.135
H 3.98486 0.33174 -2.28858  0.122
H 3.54658 2.68712 -2.96575  0.121
H 3.09342 4.39102 -1.24020  0.117
H 3.07338 3.77973 1.15201  0.118
H 3.50860 1.42644 1.82978  0.124
C -3.15601 9.33745 0.16481  -0.445
C -1.94314 8.42840 -0.02752  -0.466
S -2.57708 6.87603 -0.73276  0.933
C -2.91012 7.38543 -2.44610  -0.456
C -4.14752 6.69828 -3.06254  -0.508
S -5.25688 5.85134 -1.91475  0.855
C -6.33958 7.20981 -1.40446  -0.516
C -5.64602 8.48609 -0.94225  -0.465
S -4.54815 8.20080 0.47085  1.000
H -3.38098 9.92920 -0.71981  0.087
H -3.04708 10.01719 1.00766  0.096
H -1.50351 8.14480 0.92814  0.088
H -1.16124 8.86539 -0.64690  0.101
H -2.00923 7.12586 -3.00328  0.090
H -2.99412 8.47079 -2.46999  0.078
H -3.83305 5.94281 -3.77951  0.078
H -4.72448 7.43224 -3.62552  0.092
H -6.96417 6.79416 -0.61288  0.085
H -7.00241 7.47473 -2.22952  0.096
H -6.39279 9.21468 -0.62039  0.104
H -5.06387 8.93936 -1.74265  0.073
C 2.34307 -6.67682 3.12269  0.040
N 1.95012 -5.39462 2.52717  -0.025
N 0.91390 -4.64612 0.43251  0.016
C 0.89222 -3.24365 0.97404  -0.298
O -0.25566 -2.17983 -0.82362  -0.295
C 0.99417 -3.27949 2.47071  0.148
C 1.39943 -4.39266 3.20670  -0.207
C 1.22969 -4.48215 4.68129  0.035
C 1.16642 -4.93224 -1.03965  -0.155
C 1.75922 -4.04041 -1.91234  0.003
C 2.01154 -4.45986 -3.21235  -0.019
C 1.68703 -5.74228 -3.62408  -0.032
C 1.11263 -6.62960 -2.72635  -0.030
C 0.85679 -6.22893 -1.42473  -0.015
H 2.90970 -7.24526 2.39098  0.107
H 1.46674 -7.25037 3.42265  0.112
H 2.97634 -6.50364 3.99079  0.111
H 0.74543 -2.35951 2.97998  0.152
H 0.71567 -3.60680 5.06650  0.101
H 2.20764 -4.55846 5.16351  0.118
H 0.66109 -5.37337 4.95273  0.111
H 2.03710 -3.04099 -1.62662  0.098
H 2.47732 -3.77005 -3.90255  0.124
H 1.89049 -6.05390 -4.63914  0.125
H 0.86618 -7.63725 -3.03083  0.125
H 0.42616 -6.94127 -0.73267  0.121

M	770.6	Da
DFT total energy	-94998.3747	eV
relative energy (zero: lowest compared OMol25 entry of this formula, charge and spin)	84.34	kcal per mole
net charge	+3
HOMO-LUMO gap (spin up / spin down)	5.213 / 6.314	eV